Entry from the OMol25 dataset: a cluster of 3 separate species, C21H47BClFN4O10P2 in total (wB97M-V/def2-TZVPD).

Geometry as XYZ:
```
87
C21H47BClFN4O10P2 wB97M-V/def2-TZVPD
N 0.941 -2.732 1.236
C 0.848 -3.461 -0.113
C 0.602 -2.425 -1.378
C -0.993 -2.280 -1.808
N -1.880 -1.727 -0.714
C -3.221 -2.425 -0.680
Cl -2.894 -4.144 0.036
C -4.299 -1.732 0.397
O -5.348 -2.743 0.599
C -6.546 -2.197 1.250
C -7.813 -1.903 0.251
O -9.048 -2.092 1.063
N -9.244 -1.038 1.887
O -9.860 -1.380 2.903
P -7.155 -3.592 2.466
P -7.643 -5.369 1.222
O -7.336 -5.102 -0.338
O -6.602 -6.746 1.643
O -9.324 -5.837 1.355
B -3.379 -1.444 1.767
O -3.387 -2.436 2.901
O -2.492 -0.276 1.949
C -4.838 -0.369 -0.333
O -5.446 -0.531 -1.540
N -4.693 1.051 0.154
C -5.596 1.382 1.319
O -5.282 1.324 2.615
F -7.003 1.823 0.994
H 1.880 -2.939 1.688
H 0.246 -3.119 1.917
H 0.010 -4.301 -0.035
H 1.919 -3.957 -0.268
H 1.132 -1.382 -1.199
H 1.139 -2.888 -2.338
H -1.312 -3.362 -2.188
H -1.082 -1.586 -2.776
H -2.022 -0.679 -0.810
H -3.677 -2.508 -1.769
H -6.377 -1.234 1.891
H -7.793 -0.786 -0.100
H -7.852 -2.572 -0.712
H -6.059 -4.021 3.327
H -5.700 -6.515 1.222
H -9.407 -6.802 1.682
H -2.431 -2.799 2.909
H -1.565 -0.445 1.603
H -3.702 1.343 0.301
C 3.840 3.720 -3.537
C 3.808 2.683 -2.424
C 2.772 1.580 -2.656
C 1.313 2.045 -2.714
C 0.811 2.796 -1.478
C 0.834 1.956 -0.211
H 2.895 4.264 -3.612
H 4.631 4.453 -3.342
H 4.050 3.251 -4.503
H 3.632 3.180 -1.464
H 4.798 2.218 -2.355
H 2.882 0.827 -1.865
H 3.007 1.064 -3.596
H 0.677 1.166 -2.876
H 1.170 2.685 -3.594
H -0.222 3.115 -1.663
H 1.391 3.712 -1.323
H 0.232 1.049 -0.331
H 0.419 2.527 0.627
H 1.852 1.663 0.061
C 6.313 5.061 0.172
C 6.807 3.749 -0.415
C 6.357 2.521 0.382
C 6.865 2.448 1.825
C 8.386 2.480 1.991
C 9.090 1.300 1.338
H 6.720 5.237 1.172
H 6.624 5.897 -0.465
H 5.220 5.076 0.234
H 7.899 3.772 -0.499
H 6.421 3.658 -1.437
H 6.669 1.619 -0.160
H 5.260 2.494 0.401
H 6.479 1.526 2.281
H 6.433 3.272 2.406
H 8.618 2.471 3.063
H 8.796 3.416 1.597
H 8.720 0.353 1.740
H 10.167 1.352 1.531
H 8.948 1.296 0.254
```

## Properties
HOMO energy ... -9.01 eV
Frontier orbital gap ... 7.4 eV
SMILES ... NCCCN[C@@H](Cl)[C@@](O[C@@H](CON=O)PP(=O)(O)O)(B(O)O)C(=O)NC(=O)F.CCCCCC.CCCCCC
Multiplicity ... 1

Here are the Mulliken charges for atoms 1 to 6, given in e: -0.554 -0.272 -0.176 -0.839 0.175 -0.712